{
  "formula": "C10H11Cl2CrNO2",
  "method": "wB97M-V/def2-TZVPD",
  "elements": ["C", "C", "C", "C", "C", "Cr", "C", "C", "C", "N", "H", "H", "H", "H", "H", "H", "H", "H", "H", "H", "Cl", "C", "Cl", "C", "O", "O", "H"],
  "positions_angstrom": [[1.714, -1.286, -1.678], [0.320, -1.219, -1.978], [-0.409, -1.884, -0.920], [0.580, -2.324, 0.065], [1.878, -1.939, -0.421], [0.179, -0.033, 0.148], [-0.583, 1.600, -0.873], [0.864, 2.049, -1.012], [1.344, 2.943, -1.947], [1.555, 1.346, -0.108], [-1.470, -2.125, -0.908], [-0.123, -0.827, -2.891], [0.374, -2.960, 0.921], [2.824, -2.202, 0.051], [2.522, -0.957, -2.332], [-1.110, 1.435, -1.814], [2.560, 1.477, -0.016], [-1.148, 2.212, -0.155], [0.633, 3.357, -2.650], [2.391, 3.233, -1.983], [-2.020, 1.219, 4.324], [-2.542, -0.182, 3.380], [-4.036, 0.066, 2.464], [-1.457, -0.575, 2.341], [-1.396, -1.785, 2.089], [-0.757, 0.388, 1.843], [-2.685, -1.027, 4.060]],
  "forces_ev_per_angstrom": [[-0.93, -0.25, 0.42], [0.18, -0.83, 0.64], [1.19, -0.51, 0.21], [0.00, 0.03, -1.47], [-1.25, -0.24, -0.15], [1.33, 0.44, -0.85], [0.46, -0.24, 0.13], [-0.10, 1.42, -1.47], [-0.62, -0.70, 0.63], [0.33, -0.20, 1.46], [0.34, 0.17, 0.05], [0.19, 0.06, 0.36], [0.04, 0.45, -0.16], [-0.28, 0.29, -0.06], [-0.32, 0.26, 0.36], [0.00, 0.19, 0.09], [-0.47, -0.03, -0.20], [0.15, -0.18, -0.25], [0.15, 0.19, 0.00], [-0.09, -0.10, -0.08], [-0.36, 0.12, 0.14], [0.88, -0.38, -0.21], [-0.25, 0.23, 0.17], [0.46, -0.44, -0.22], [-0.23, 1.07, 0.33], [-0.70, -1.16, 0.34], [-0.09, 0.34, -0.21]],
  "lowdin_charge": [-0.1383, -0.1732, -0.2226, -0.1990, -0.1448, 0.7950, -0.1551, -0.6117, -0.0517, -0.0717, 0.1016, 0.1009, 0.0895, 0.0902, 0.1003, 0.0420, 0.0680, 0.0546, 0.0038, 0.0042, 0.5863, -1.0204, 0.5916, -0.7375, -0.0012, -0.1622, 0.0617],
  "spin_multiplicity": 4,
  "e_tot_ha": -2557.77590,
  "homo_energy_ev": [-3.23, -3.42],
  "total_charge": -1
}

***

{
  "formula": "C10H11Cl2N2O",
  "method": "wB97M-V/def2-TZVPD",
  "elements": ["C", "C", "C", "C", "C", "C", "C", "C", "C", "C", "N", "N", "O", "Cl", "Cl", "H", "H", "H", "H", "H", "H", "H", "H", "H", "H", "H"],
  "positions_angstrom": [[1.050, -1.437, -0.507], [-2.985, -0.629, 0.500], [0.562, -0.601, 0.394], [1.192, 0.715, 0.493], [2.355, 1.028, -0.102], [2.105, -1.040, -1.480], [3.068, 0.036, -1.043], [-0.625, -0.612, 1.385], [-0.642, 0.887, 1.713], [-2.059, 1.346, -0.475], [-1.756, -1.208, 0.792], [-3.094, 0.483, -0.157], [0.394, 1.540, 1.211], [3.041, 2.607, 0.242], [-2.512, 2.957, -0.877], [0.523, -2.333, -0.843], [-3.926, -1.191, 0.627], [2.759, -1.930, -1.950], [1.433, -0.743, -2.252], [3.529, 0.685, -1.839], [3.909, -0.484, -0.497], [-0.367, -1.138, 2.204], [-1.144, 1.415, 2.510], [-1.134, 1.040, -1.003], [-1.691, -2.204, 1.078], [-3.983, 0.813, -0.124]],
  "forces_ev_per_angstrom": [[-0.68, -1.38, -0.25], [1.53, -3.10, 0.18], [0.63, 0.55, 0.42], [1.12, -0.88, -1.13], [-0.24, 0.51, 0.42], [1.66, -1.79, -1.12], [0.81, 1.19, 1.32], [1.97, 4.28, -3.46], [-0.97, -0.42, -1.40], [1.15, 0.65, 0.34], [-3.30, -1.36, 0.09], [3.26, -0.26, 0.47], [0.52, 0.89, 1.18], [-0.15, -0.82, -0.45], [-0.05, -0.45, 0.22], [0.07, -0.09, 0.66], [0.81, 0.16, 0.11], [-1.80, 1.72, 1.28], [-0.07, 0.66, -1.43], [-0.52, -1.06, 0.45], [-0.63, 0.83, -0.37], [0.69, -1.87, 3.05], [-0.28, -0.18, -0.03], [-0.97, -0.42, 0.52], [-1.30, 0.98, -0.60], [-3.26, 1.69, -0.47]],
  "lowdin_charge": [-0.0259, -0.0523, -0.1158, -0.2903, -0.5305, -0.1840, -0.1693, -0.2115, 0.0239, -0.5461, 0.1007, 0.0252, 0.0306, 0.7133, 0.6998, 0.1268, 0.1695, 0.1760, 0.1108, 0.1319, 0.1387, 0.1311, 0.1485, 0.1028, 0.1832, 0.1129],
  "e_tot_ha": -1492.37007,
  "homo_energy_ev": [-10.97, -11.42],
  "total_charge": 1
}

***

{
  "formula": "C10H11ClO2",
  "method": "wB97M-V/def2-TZVPD",
  "elements": ["C", "C", "C", "C", "C", "C", "C", "C", "C", "C", "O", "O", "Cl", "H", "H", "H", "H", "H", "H", "H", "H", "H", "H", "H"],
  "positions_angstrom": [[-3.085, -1.879, -0.277], [-2.018, -1.435, -1.075], [-2.995, -1.178, 0.893], [-1.356, -0.473, -0.332], [1.557, -0.883, -0.151], [1.318, 2.227, 0.209], [0.457, 1.789, 1.363], [-0.040, 1.650, -0.037], [3.131, -1.021, -0.493], [-0.271, 0.361, -0.714], [1.089, -1.638, 0.638], [-1.956, -0.339, 0.872], [-1.286, 2.836, -0.547], [-3.825, -2.609, -0.536], [-1.768, -1.748, -2.067], [-3.606, -1.186, 1.774], [-0.072, 0.362, -1.781], [1.453, 3.285, 0.049], [2.172, 1.626, -0.060], [0.711, 0.882, 1.890], [0.018, 2.554, 1.984], [3.382, -0.561, -1.441], [3.648, -0.535, 0.328], [3.340, -2.087, -0.489]],
  "forces_ev_per_angstrom": [[0.05, 0.11, 0.26], [-0.17, -0.26, 0.01], [-0.75, -0.78, -0.24], [1.59, 1.34, -1.23], [2.83, -2.33, 1.34], [0.03, 0.03, -0.05], [-0.05, -0.04, 0.12], [0.09, -0.20, 0.03], [-1.21, -0.01, 0.09], [-3.42, 0.69, 0.03], [0.23, 1.01, -0.87], [0.42, 0.60, 0.56], [-0.05, 0.25, 0.04], [-0.18, -0.15, 0.04], [0.08, -0.02, -0.22], [0.01, 0.05, 0.16], [0.35, -0.31, 0.06], [-0.08, 0.06, -0.01], [0.08, -0.11, -0.03], [0.02, -0.12, -0.01], [-0.06, 0.06, -0.05], [-0.03, 0.09, -0.06], [0.09, 0.10, 0.08], [0.13, -0.07, -0.04]],
  "lowdin_charge": [-0.0532, -0.0111, -0.1022, -0.3259, -0.1879, -0.1225, -0.1146, -0.7958, -0.0262, -0.1141, 0.1058, 0.0541, 0.6567, 0.1012, 0.1114, 0.1213, 0.1292, 0.0978, 0.0815, 0.1016, 0.1015, 0.0580, 0.0686, 0.0650],
  "spin_multiplicity": 3,
  "e_tot_ha": -998.12557,
  "homo_energy_ev": [-5.93, -8.88]
}

***

{
  "formula": "C10H11CuIN2O2S2",
  "method": "wB97M-V/def2-TZVPD",
  "elements": ["C", "C", "C", "I", "C", "C", "C", "S", "C", "N", "S", "N", "C", "C", "C", "O", "O", "H", "H", "H", "H", "H", "H", "H", "H", "H", "H", "H", "Cu"],
  "positions_angstrom": [[4.084, -0.510, -0.278], [2.475, -0.811, -0.368], [1.562, 0.554, -0.684], [1.610, 1.126, -2.814], [0.011, 0.129, -0.224], [-0.681, -1.057, -1.178], [-2.183, -1.573, -0.769], [-2.939, -2.955, -1.818], [-3.024, -0.970, 0.517], [-4.388, -1.345, 1.066], [-4.674, -0.336, 2.497], [-3.184, 0.624, 2.566], [-2.283, 0.211, 1.415], [-0.759, 0.798, 1.090], [-0.025, 1.934, 2.020], [-0.282, 3.327, 1.619], [0.013, 3.500, 0.362], [4.391, -0.636, 0.866], [4.424, 0.508, -0.744], [4.628, -1.404, -0.839], [2.105, -1.167, 0.710], [2.159, -1.606, -1.167], [1.886, 1.479, -0.046], [-0.101, -1.504, -2.113], [-4.013, -2.473, -2.585], [-0.389, 1.759, 3.136], [1.128, 1.721, 1.988], [0.622, 4.303, 0.267], [-2.174, -3.622, -4.491]],
  "forces_ev_per_angstrom": [[0.10, -1.39, 0.22], [-0.69, 0.71, 0.65], [-1.18, -0.88, 2.04], [-0.11, -0.31, 1.26], [-1.33, -1.11, -0.78], [-3.09, 1.15, 3.60], [2.36, 2.40, -0.01], [0.30, 0.62, -0.27], [-0.63, 1.11, 2.12], [5.41, 2.99, -0.39], [4.64, 0.16, -3.28], [1.06, -3.07, -4.35], [-1.84, -0.80, 0.58], [-1.68, -1.93, -1.63], [0.61, -0.90, 0.37], [-1.38, -2.45, 5.69], [2.15, 1.35, -5.56], [-0.55, 0.68, -2.60], [-0.77, -1.99, 1.00], [-1.07, 2.09, 1.10], [0.77, 0.55, -2.39], [0.80, 1.46, 1.56], [-0.60, -1.84, -1.39], [-1.44, 1.16, 2.31], [0.84, 0.37, 1.26], [0.54, 0.76, -2.53], [-2.14, 0.29, -0.10], [-1.01, -1.39, 0.73], [-0.06, 0.21, 0.79]],
  "lowdin_charge": [-0.1165, -0.2821, -0.6882, 0.8534, -0.0320, -0.0017, -0.3685, 0.7417, -0.2007, -0.2306, 1.0212, -0.2151, -0.1286, 0.1170, -0.0930, -0.1643, -0.0619, 0.1022, 0.0894, 0.1015, 0.1294, 0.1000, 0.0828, 0.0983, -0.0680, 0.1743, 0.1457, 0.1740, 0.7204],
  "spin_multiplicity": 2,
  "e_tot_ha": -3380.97042,
  "homo_energy_ev": [-15.17, -15.20],
  "total_charge": 2
}

***

{
  "formula": "C10H11F2P",
  "method": "wB97M-V/def2-TZVPD",
  "elements": ["C", "C", "C", "C", "C", "C", "C", "C", "C", "C", "F", "F", "P", "H", "H", "H", "H", "H", "H", "H", "H", "H", "H", "H"],
  "positions_angstrom": [[0.981, -1.134, -0.914], [2.162, -0.394, -0.743], [-0.241, -0.541, -0.575], [2.156, 0.868, -0.133], [0.920, 1.425, 0.177], [-0.268, 0.726, -0.042], [-1.640, -1.080, -0.761], [-2.576, -0.488, 0.293], [3.397, 1.663, 0.096], [-2.435, -1.297, 1.610], [0.943, 2.569, 0.857], [-2.408, 1.739, -1.148], [-2.098, 1.294, 0.390], [0.901, -2.215, -1.308], [3.133, -0.924, -1.071], [-2.098, -0.820, -1.786], [-1.510, -2.090, -0.844], [-3.669, -0.466, -0.185], [3.312, 2.446, 0.734], [4.170, 1.051, 0.438], [3.906, 2.082, -0.816], [-1.548, -1.049, 2.055], [-2.264, -2.278, 1.454], [-3.228, -1.085, 2.222]],
  "forces_ev_per_angstrom": [[-0.76, -1.08, -0.46], [0.81, -1.70, -0.37], [-0.21, 0.58, -0.46], [-0.14, 0.10, -1.04], [-0.03, -1.55, 0.23], [-0.96, 1.79, 1.34], [-0.24, 2.20, -2.19], [-1.56, -0.92, -1.40], [0.87, -1.05, -3.06], [-0.58, 3.03, -2.38], [-0.47, 0.76, 0.04], [-0.39, -0.12, 0.31], [2.20, -0.42, -0.51], [0.71, 1.90, 0.50], [-1.49, 1.23, 0.73], [1.12, 0.02, 1.21], [-0.51, -3.12, 0.45], [2.03, -0.29, 1.37], [-0.63, 2.24, 2.02], [1.16, -1.26, 0.98], [-1.06, -0.29, 0.30], [2.31, 1.29, 1.52], [-0.34, -3.51, -0.94], [-1.87, 0.18, 1.80]],
  "lowdin_charge": [-0.0376, -0.0339, -0.2579, -0.2020, -0.2469, -0.1877, -0.1986, -0.4941, -0.0327, -0.0704, 0.0714, -0.3323, 1.0255, 0.1373, 0.1418, 0.1442, 0.0736, 0.1456, 0.0377, 0.0591, 0.1119, 0.0496, 0.0456, 0.0506],
  "e_tot_ha": -928.72231,
  "homo_energy_ev": -8.94
}

***

{
  "formula": "C10H11F3N2",
  "method": "wB97M-V/def2-TZVPD",
  "elements": ["C", "C", "C", "C", "C", "C", "C", "C", "C", "C", "N", "N", "F", "F", "F", "H", "H", "H", "H", "H", "H", "H", "H", "H", "H", "H"],
  "positions_angstrom": [[-3.296, 0.881, -1.280], [-3.482, 1.336, 0.005], [-1.975, 0.490, -1.645], [-2.503, 1.166, 0.950], [-1.009, 0.337, -0.701], [-1.156, 0.778, 0.699], [1.254, -0.328, -0.241], [2.473, -2.071, 1.251], [2.066, -1.669, -0.186], [1.874, 1.013, -0.224], [0.093, -0.353, -0.976], [-0.119, 0.989, 1.487], [1.111, 2.086, -0.473], [2.692, 1.269, 0.789], [2.774, 1.027, -1.302], [-3.993, 0.971, -2.015], [-4.377, 1.617, 0.321], [-1.666, 0.216, -2.599], [-2.735, 1.538, 1.895], [1.567, -2.330, 1.742], [3.098, -1.342, 1.860], [3.093, -3.072, 1.158], [1.376, -2.442, -0.576], [3.094, -1.665, -0.852], [0.038, -1.199, -1.516], [-0.292, 0.758, 2.429]],
  "forces_ev_per_angstrom": [[4.25, -0.05, -0.08], [3.34, -2.44, -0.50], [-3.06, 0.30, 1.26], [0.49, 0.01, -0.37], [-0.52, 1.78, 2.51], [-1.11, 0.74, -1.63], [-1.48, -0.54, -0.67], [2.10, -1.40, -0.51], [1.93, 1.42, -0.89], [2.18, 1.24, -1.02], [3.87, -1.91, 0.84], [0.96, -1.39, -1.91], [-0.02, -0.75, 0.25], [-0.38, -0.11, 0.86], [-0.34, -0.32, -0.14], [-2.04, 0.21, -1.88], [-3.81, 1.54, 1.22], [-0.10, -0.42, -1.85], [-0.16, 0.47, 1.71], [-0.65, -0.06, 0.96], [-0.99, -0.73, -1.08], [-1.12, 1.97, 0.27], [0.53, 0.31, 0.08], [-2.76, 0.34, 1.34], [-0.58, -0.21, -0.34], [-0.54, 0.03, 1.56]],
  "lowdin_charge": [-0.0533, -0.0902, -0.0081, -0.0213, -0.2344, -0.2855, -0.0962, -0.1177, -0.1702, -0.5902, 0.1179, 0.1602, 0.1491, 0.1459, 0.0626, 0.0650, 0.0606, 0.0945, 0.0881, 0.0454, 0.0942, 0.1066, 0.1039, 0.1673, 0.1566, 0.0493],
  "e_tot_ha": -796.64416,
  "homo_energy_ev": [-7.47, -7.58]
}

***

{
  "formula": "C10H11FMnN6O2S",
  "method": "wB97M-V/def2-TZVPD",
  "elements": ["N", "C", "N", "N", "C", "C", "C", "C", "C", "N", "S", "N", "C", "C", "C", "O", "N", "C", "O", "F", "H", "H", "H", "H", "H", "H", "H", "H", "H", "H", "H", "Mn"],
  "positions_angstrom": [[1.598, -2.839, 0.992], [0.282, -2.165, 0.559], [0.463, -1.488, -0.816], [-0.853, -3.165, 0.364], [-0.121, -0.946, 1.630], [-0.908, 0.189, 0.696], [-2.434, -0.268, 0.192], [-3.364, 0.743, -0.736], [-2.662, 2.183, -1.159], [-3.311, 3.242, -2.026], [-2.065, 4.505, -2.151], [-0.674, 4.013, -1.191], [-1.153, 2.639, -0.681], [-0.259, 1.647, 0.280], [1.273, 2.099, 0.777], [1.461, 3.290, 1.410], [2.381, 1.121, 0.455], [3.379, 1.666, -0.542], [4.538, 0.978, -0.672], [3.193, 2.842, -1.427], [2.071, -2.284, 1.741], [2.182, -2.919, 0.130], [0.531, -2.233, -1.568], [1.357, -0.947, -0.826], [-1.556, -3.116, 1.135], [-1.314, -2.904, -0.543], [-0.827, -1.403, 2.472], [0.822, -0.427, 2.092], [-2.888, -1.316, 0.487], [-4.436, 0.442, -1.099], [2.831, 0.716, 1.306], [0.464, -3.895, -1.280]],
  "forces_ev_per_angstrom": [[-2.02, 0.67, -1.46], [1.22, 2.12, 1.28], [0.11, -1.32, 1.29], [1.44, 0.84, -1.79], [-0.89, 0.93, -1.25], [-1.43, 2.19, -1.53], [-0.05, 4.17, -2.06], [4.59, -0.25, 1.94], [0.33, 1.11, -0.37], [5.45, -1.60, 3.19], [0.07, -3.41, 2.19], [-5.30, -5.00, -0.03], [-0.05, 0.14, 0.07], [-2.17, -1.97, -0.40], [-1.16, 6.11, 3.03], [-1.10, -8.64, -4.59], [-0.23, 3.13, -1.80], [7.41, -3.42, -1.13], [-8.40, 4.89, 0.80], [-0.50, -4.13, 3.63], [-0.28, -0.96, -0.94], [0.26, 0.65, 1.48], [0.21, 2.47, -0.68], [-0.59, -0.29, -0.09], [0.71, -0.67, -0.81], [-0.82, 0.76, 1.65], [1.60, 1.13, -1.77], [-1.78, -1.36, -0.82], [0.95, 2.52, -0.46], [2.34, 0.75, 0.81], [0.16, 0.93, -1.08], [-0.07, -2.48, 1.73]],
  "lowdin_charge": [0.0721, -0.5685, 0.0952, 0.0426, -0.0538, -0.1051, -0.0290, 0.0566, -0.2182, -0.2343, 0.9780, -0.2245, -0.1817, 0.0377, -0.2150, 0.0589, 0.0817, -0.1928, 0.0074, 0.0420, 0.1183, 0.0639, -0.0023, 0.1221, 0.1380, 0.0808, 0.1548, 0.1190, 0.0817, 0.1171, 0.1478, 1.4095],
  "spin_multiplicity": 6,
  "e_tot_ha": -2514.47149,
  "homo_energy_ev": [-14.31, -14.33],
  "total_charge": 2
}

***

{
  "formula": "C10H11N2",
  "method": "wB97M-V/def2-TZVPD",
  "elements": ["C", "C", "C", "C", "C", "C", "C", "C", "C", "C", "N", "N", "H", "H", "H", "H", "H", "H", "H", "H", "H", "H", "H"],
  "positions_angstrom": [[0.221, 1.775, -2.130], [0.964, 0.711, -1.685], [0.428, -1.971, 0.371], [1.010, 0.325, -0.175], [-0.819, -1.440, 0.815], [1.369, -1.088, -0.070], [-0.196, 0.825, 0.475], [-0.653, 2.622, -2.011], [2.723, -1.572, -0.588], [-2.403, 0.314, 1.290], [-1.179, -0.239, 0.870], [-0.398, 2.036, 0.395], [0.699, -3.064, 0.522], [1.783, 0.991, 0.200], [-1.499, -2.163, 1.043], [-1.414, 3.312, -2.183], [3.004, -0.924, -1.373], [2.530, -2.612, -0.954], [3.206, -1.604, 0.327], [-3.167, -0.466, 1.648], [-2.137, 0.866, 2.152], [-2.741, 0.869, 0.444], [-1.330, 2.497, 0.616]],
  "forces_ev_per_angstrom": [[0.58, -1.36, 1.95], [0.32, 0.23, -1.04], [1.42, 0.05, 0.55], [0.26, 0.98, -1.25], [2.04, -2.12, -0.83], [-0.10, -1.87, -0.76], [-1.04, -1.93, 0.21], [0.40, -0.48, -0.96], [-3.96, -1.15, -0.35], [-2.17, -2.18, 1.01], [1.84, 2.92, -0.96], [-2.11, 2.75, 1.51], [-0.83, 1.57, -0.41], [0.70, 0.06, -0.17], [-2.22, -1.69, 1.01], [-0.70, 0.90, -0.33], [1.04, 0.63, -0.53], [0.59, 0.87, 0.22], [2.28, 0.01, 1.37], [1.22, 1.00, -0.91], [-0.33, 1.25, 0.78], [-0.88, 0.70, -0.10], [1.63, -1.15, 0.00]],
  "lowdin_charge": [-0.0994, 0.1518, 0.0269, -0.2246, 0.0036, -0.1961, -0.3119, 0.2062, 0.0202, 0.0008, -0.0307, 0.1741, 0.1593, 0.1895, 0.1269, 0.0539, 0.0697, 0.1170, 0.0799, 0.1521, 0.1021, 0.1009, 0.1276],
  "e_tot_ha": -496.64433,
  "homo_energy_ev": [-12.17, -12.16],
  "total_charge": 1
}